(1)
ORCA calculation (ωB97M-V/def2-TZVPD) on a structure of composition C19H32N7O4OsS.

XYZ file:
```
64
C19H32N7O4OsS | the OMol25 dataset | ωB97M-V/def2-TZVPD
Os 0.824 1.295 -0.354
C 4.167 2.321 -0.790
C 3.676 1.012 -1.390
N 2.675 0.237 -0.602
C 3.134 -0.215 0.735
C 2.747 0.786 1.797
N 1.303 1.159 1.660
C 1.038 2.387 2.463
C -0.390 2.937 2.449
C -1.368 2.545 1.347
N -0.879 2.557 -0.045
C -0.577 3.911 -0.576
C 0.871 4.287 -0.382
N 1.753 3.175 -0.845
C 3.159 3.433 -0.442
H 4.878 2.712 -1.518
H 4.770 2.108 0.094
H 4.552 0.381 -1.560
H 3.219 1.185 -2.367
H 2.532 -0.614 -1.140
H 4.216 -0.372 0.748
H 2.657 -1.176 0.933
H 3.321 1.702 1.699
H 2.929 0.386 2.797
H 0.773 0.394 2.089
H 1.727 3.129 2.077
H 1.349 2.191 3.493
H -0.299 4.024 2.483
H -0.888 2.669 3.384
H -2.238 3.204 1.426
H -1.732 1.539 1.512
H -1.671 2.226 -0.597
H -1.229 4.663 -0.126
H -0.809 3.884 -1.644
H 1.093 4.462 0.667
H 1.101 5.211 -0.918
H 1.742 3.219 -1.868
H 3.141 3.595 0.634
H 3.477 4.381 -0.882
O -3.293 1.863 -1.658
H -4.177 1.883 -1.289
H -3.396 2.184 -2.555
O -3.695 -6.788 1.412
S -4.248 -7.960 0.530
O -3.288 -8.963 0.409
O -5.639 -8.014 0.439
C -3.280 -5.991 0.367
N -3.705 -6.581 -0.738
C -3.425 -5.995 -1.905
C -2.753 -4.786 -1.854
C -2.320 -4.290 -0.619
N -2.581 -4.934 0.544
C -1.570 -3.014 -0.503
C -0.866 -2.491 -1.578
C -0.186 -1.295 -1.428
N -0.183 -0.580 -0.287
C -0.866 -1.095 0.746
C -1.550 -2.299 0.687
H -3.773 -6.450 -2.824
H -2.574 -4.254 -2.777
H -0.807 -3.006 -2.529
H 0.368 -0.880 -2.258
H -0.869 -0.529 1.664
H -2.069 -2.666 1.562
```

As for the net charge: +3. The value obtained for the total energy is -52119.425 eV. For the gap between HOMO and LUMO, the calculation gives 6.284 eV. As for the HOMO energy: -15.9 eV.

***

(2)
ORCA calculation (ωB97M-V/def2-TZVPD) on a cluster of 2 separate species, H6OSi2 in total.

XYZ file:
```
9
H6OSi2 | the OMol25 dataset | ωB97M-V/def2-TZVPD
O 0.311 0.522 -2.610
Si -0.417 -0.534 1.443
Si 1.591 -0.157 -2.215
H -1.792 -0.440 1.113
H -0.385 -1.221 2.678
H -0.076 1.000 1.745
H 1.992 -1.549 -2.265
H 0.387 -1.093 0.397
H 2.799 0.493 -1.747
```

As for the net charge: 0. The value obtained for the total energy is -17897.898 eV. The SMILES is O=[SiH2].[SiH4]. For the gap between HOMO and LUMO, the calculation gives 10.438 eV. As for the HOMO energy: -10.8 eV.

***

(3)
ORCA calculation (ωB97M-V/def2-TZVPD) on a cluster of 7 separate species, C42H43F5N7 in total.

XYZ file:
```
97
C42H43F5N7 | the OMol25 dataset | ωB97M-V/def2-TZVPD
F -6.188 -4.231 8.195
C -6.060 -3.097 7.519
F -7.250 -2.495 7.350
F -5.310 -2.234 8.257
C -5.378 -3.271 6.167
C -4.779 -4.444 5.785
C -4.177 -4.542 4.556
C -4.139 -3.451 3.716
C -4.716 -2.274 4.131
C -4.680 -1.009 3.282
F -5.830 -0.303 3.479
F -4.578 -1.280 1.957
C -3.523 -0.069 3.778
C -2.513 -0.560 4.835
C -1.291 -1.244 4.107
C -1.680 -0.956 2.636
N -2.569 0.247 2.661
C -5.357 -2.170 5.343
H -4.778 -5.305 6.448
H -3.728 -5.476 4.230
H -3.658 -3.525 2.745
H -3.983 0.834 4.192
H -2.874 -1.012 5.756
H -2.071 0.383 5.207
H -0.342 -0.750 4.323
H -1.293 -2.294 4.400
H -0.872 -0.854 1.909
H -2.244 -1.857 2.382
H -2.003 0.982 3.099
H -2.957 0.569 1.773
H -5.816 -1.230 5.633
N -0.232 1.646 -0.004
C -0.137 2.828 0.616
C -0.541 4.028 0.056
C -1.072 4.008 -1.224
C -1.178 2.797 -1.887
C -0.747 1.651 -1.236
H 0.289 2.797 1.615
H -0.441 4.953 0.607
H -1.398 4.924 -1.699
H -1.585 2.741 -2.887
H -0.813 0.681 -1.715
N 2.003 2.425 -4.543
C 2.056 2.108 -3.250
C 2.985 1.234 -2.707
C 3.912 0.652 -3.557
C 3.874 0.966 -4.904
C 2.904 1.855 -5.344
H 1.311 2.587 -2.627
H 2.981 1.016 -1.647
H 4.655 -0.038 -3.175
H 4.577 0.531 -5.597
H 2.838 2.133 -6.390
N -0.634 1.415 6.629
C -1.152 1.552 7.852
C -0.391 1.611 9.007
C 0.986 1.519 8.892
C 1.545 1.375 7.633
C 0.697 1.330 6.540
H -2.234 1.618 7.895
H -0.866 1.726 9.972
H 1.615 1.560 9.772
H 2.616 1.300 7.501
H 1.092 1.222 5.535
N 6.111 -1.329 -5.626
C 6.585 -2.557 -5.839
C 7.935 -2.862 -5.920
C 8.850 -1.833 -5.775
C 8.382 -0.548 -5.554
C 7.011 -0.351 -5.486
H 5.832 -3.330 -5.951
H 8.259 -3.879 -6.093
H 9.913 -2.030 -5.833
H 9.063 0.283 -5.435
H 6.605 0.639 -5.310
N -6.195 1.588 -0.907
C -6.526 2.866 -1.087
C -7.054 3.675 -0.090
C -7.251 3.124 1.165
C -6.914 1.795 1.373
C -6.392 1.077 0.308
H -6.358 3.254 -2.086
H -7.303 4.707 -0.294
H -7.661 3.721 1.970
H -7.054 1.328 2.336
H -6.112 0.035 0.425
N 6.147 -2.850 -10.192
C 6.715 -2.122 -9.231
C 7.493 -0.999 -9.473
C 7.695 -0.612 -10.787
C 7.115 -1.356 -11.801
C 6.352 -2.460 -11.450
H 6.533 -2.464 -8.221
H 7.928 -0.445 -8.651
H 8.297 0.258 -11.019
H 7.248 -1.088 -12.840
H 5.875 -3.070 -12.210
```

As for the net charge: +1. The value obtained for the total energy is -68263.021 eV. For the gap between HOMO and LUMO, the calculation gives 8.044 eV. As for the HOMO energy: -10.6 eV.